{
  "formula": "C27H20NO4",
  "method": "the ωB97M-V functional and the def2-TZVPD basis",
  "symbols": ["H", "C", "H", "C", "C", "H", "C", "C", "C", "H", "H", "H", "C", "H", "H", "H", "C", "C", "C", "H", "H", "H", "O", "C", "H", "C", "C", "O", "C", "C", "C", "C", "C", "H", "H", "H", "C", "C", "H", "C", "H", "C", "H", "O", "N", "C", "H", "O", "C", "C", "C", "C"],
  "coordinates": [[-0.542, 1.251, 0.051], [4.172, 1.227, -2.078], [1.941, 0.433, -5.214], [0.703, 0.172, -1.267], [1.952, 0.793, -0.787], [5.850, 1.363, -3.449], [2.093, 0.490, -3.117], [2.842, 0.813, -1.975], [4.780, 1.177, -3.345], [4.236, -0.507, 1.974], [4.690, 1.532, -1.161], [3.798, -1.348, 3.481], [-1.689, -0.452, -1.041], [-3.929, 1.949, 3.508], [-2.113, -2.181, 1.375], [-5.179, -1.640, -2.400], [2.743, 0.519, 3.159], [3.956, -0.358, 3.031], [-2.237, 1.053, 2.519], [4.794, 0.141, 3.520], [-1.627, 1.972, 2.518], [2.909, 1.471, 2.643], [2.218, 1.346, 0.284], [-0.342, -0.191, 1.362], [-3.103, -2.998, -2.862], [-1.704, -0.154, 2.016], [0.647, 0.629, 2.168], [1.657, -0.197, 2.527], [-4.312, -0.140, 3.009], [-2.833, 0.269, -0.809], [-2.517, -1.290, 1.878], [2.636, 0.599, -4.383], [0.657, 0.209, -2.751], [2.420, 0.660, 4.192], [-4.419, -2.196, 2.244], [4.467, 0.805, -5.474], [-4.175, -1.304, -1.990], [4.006, 0.864, -4.493], [-0.887, -2.224, -2.080], [0.231, -1.546, 1.328], [-5.301, -0.212, 3.503], [-1.775, -1.628, -1.801], [-4.969, 0.493, -1.026], [-0.240, 0.169, -3.605], [0.648, -2.600, 1.051], [-3.833, -1.278, 2.341], [-2.735, 1.218, -0.251], [0.507, 1.791, 2.546], [-4.084, -0.123, -1.231], [-0.431, 0.196, -0.395], [-3.548, 1.043, 3.020], [-3.029, -2.079, -2.264]],
  "charge": -1
}

{
  "formula": "C27H21BrCl3HgN5O4S3",
  "method": "the ωB97M-V functional and the def2-TZVPD basis",
  "symbols": ["H", "C", "C", "H", "N", "C", "C", "H", "O", "H", "S", "H", "N", "H", "N", "C", "Hg", "C", "Br", "H", "C", "H", "H", "C", "C", "H", "H", "C", "H", "C", "C", "H", "O", "H", "C", "S", "C", "N", "C", "S", "H", "C", "C", "C", "O", "H", "H", "H", "C", "C", "N", "O", "Cl", "Cl", "C", "H", "C", "C", "C", "C", "C", "H", "H", "C", "Cl"],
  "coordinates": [[-5.703, -1.931, -4.248], [-4.271, -0.840, 3.201], [2.191, 1.887, -2.051], [-4.652, -0.526, 5.244], [0.195, 2.020, -1.098], [1.089, 2.255, -0.165], [-4.314, -0.049, 4.341], [-3.466, -2.141, -5.226], [3.445, 1.073, 2.145], [1.727, -2.176, -1.745], [2.668, -3.543, 2.272], [0.179, -1.190, 1.245], [-1.528, -0.354, -0.428], [0.855, 2.614, 0.820], [-2.976, 0.757, -3.562], [1.197, -3.039, 1.558], [-2.144, 1.814, -0.661], [-3.492, 1.741, 3.028], [-3.838, 2.319, 5.837], [-1.731, -0.271, -4.858], [2.769, -0.672, -0.564], [-4.540, -1.899, 3.223], [1.390, 0.983, 1.932], [0.870, 1.745, -2.275], [-3.835, -0.271, 2.013], [1.815, -0.194, -0.417], [-3.225, 2.815, 2.901], [-1.538, -1.491, -0.501], [-3.725, -0.886, 1.117], [3.949, -0.205, 0.001], [-4.914, -1.198, -3.987], [0.649, -3.765, 1.005], [-2.073, 1.671, -3.464], [5.918, -2.661, -1.260], [2.676, -1.855, -1.268], [-4.370, 2.110, -1.719], [2.193, 0.503, 2.506], [-3.442, 1.005, 1.922], [5.066, -0.969, -0.324], [-1.627, -3.133, -0.561], [3.041, 1.725, -2.659], [-5.107, -0.172, -3.106], [3.808, -2.607, -1.464], [2.177, -1.018, 2.268], [-1.704, 3.515, 1.147], [5.030, 1.226, 0.978], [3.609, 3.124, 0.641], [2.124, 0.768, 3.563], [-3.906, 1.266, 4.260], [-3.659, -1.286, -4.607], [2.343, 2.206, -0.706], [-0.582, 3.419, 1.812], [4.433, -1.557, 3.751], [6.650, -0.367, 0.154], [3.999, 1.064, 0.823], [4.369, 2.386, -0.756], [1.067, -1.687, 1.630], [-4.148, 0.813, -2.857], [3.601, 2.256, -0.015], [3.091, -1.966, 2.700], [-2.711, -0.303, -4.393], [-6.007, -0.065, -2.553], [0.371, 1.452, -3.183], [5.014, -2.127, -1.018], [3.656, -4.116, -2.340]],
  "spin_multiplicity": 2,
  "s2": 0.76,
  "relative_energy_kj_mol": 44.2,
  "charge": -1
}

{
  "formula": "C27H21CdN7O4S",
  "method": "the ωB97M-V functional and the def2-TZVPD basis",
  "symbols": ["C", "H", "S", "H", "C", "C", "Cd", "C", "O", "H", "H", "O", "C", "C", "N", "H", "C", "C", "H", "H", "H", "H", "H", "N", "C", "C", "H", "C", "C", "N", "N", "H", "C", "O", "H", "C", "H", "C", "C", "H", "C", "H", "C", "N", "C", "C", "H", "H", "H", "C", "C", "N", "C", "C", "C", "H", "N", "H", "O", "C", "C"],
  "coordinates": [[-0.274, -0.599, 7.326], [0.110, 0.180, 7.975], [0.398, -0.294, -4.214], [0.002, 1.751, -2.114], [2.921, 0.131, 1.500], [-1.279, -2.571, 5.767], [-0.380, -0.945, -1.380], [-0.169, -0.473, 5.949], [-1.846, 0.718, -1.069], [-1.777, -3.448, 7.662], [0.281, 0.412, 5.518], [0.262, -0.355, -5.645], [-4.625, -2.553, -1.174], [0.559, -0.939, 3.048], [-4.968, -2.391, 0.095], [2.441, 1.111, -5.577], [-0.601, -1.395, 3.666], [0.603, -0.882, 1.664], [1.277, 3.778, -1.591], [-2.825, 0.233, -4.115], [-5.417, -2.754, -1.884], [1.414, -0.667, 3.649], [-2.588, -2.128, 3.331], [-2.332, -2.215, -0.725], [-3.302, -2.459, -1.591], [1.801, -0.425, 0.898], [-4.284, -1.943, 1.978], [-1.676, -1.775, 2.872], [3.372, 4.857, -2.940], [-0.934, -0.388, -3.393], [1.763, -0.568, -0.431], [2.769, 5.739, -3.160], [1.168, 1.285, -3.869], [1.292, -1.272, -3.580], [3.736, 3.149, -5.031], [-0.683, -1.481, 5.143], [-3.020, -2.563, -2.632], [-3.990, -2.119, 0.951], [1.553, 3.187, -2.458], [3.637, 4.898, -1.883], [-1.326, -2.604, 7.152], [4.799, 0.647, -1.089], [0.832, 2.038, -2.751], [-0.837, -1.641, 7.929], [2.611, 3.599, -3.262], [-2.664, -2.030, 0.554], [2.970, 0.282, 2.570], [-1.679, -3.395, 5.191], [-1.667, 1.539, -3.926], [-2.599, 0.933, -2.095], [2.204, 1.694, -4.696], [-0.438, -1.252, 0.928], [2.923, 2.837, -4.385], [-2.006, 0.591, -3.491], [2.820, -0.199, -1.142], [4.289, 4.925, -3.525], [3.984, 0.516, 0.801], [2.759, -0.344, -2.213], [-3.738, 1.374, -2.068], [-1.562, -1.680, 1.492], [3.936, 0.342, -0.511]],
  "relative_energy_kj_mol": 1.4,
  "charge": 0
}

| no. | DFT total energy (eV) |
| --- | --- |
| 1 | -38003.96250 |
| 2 | -188267.51194 |
| 3 | -62360.96819 |